1.
70
Properties=species:S:1:pos:R:3:forces:R:3:mulliken_charge:R:1 method="wB97M-V/def2-TZVPD" lumo_energy_ev="1.017 / 0.832" charge=-1 spin_multiplicity=3 s2=2.03
Ti -2.29797 -0.02385 0.24083 -0.938 -0.826 -1.811 0.2281
O -6.92254 3.25746 2.17201 -0.357 0.238 0.129 -0.5551
C -5.98456 2.62078 1.80526 0.472 -0.292 -0.247 0.4785
C -5.16597 2.84813 0.51303 0.210 -0.543 0.409 -0.2280
O -5.37581 3.68500 -0.32225 -0.085 0.353 -0.331 -0.6189
C -4.11482 1.82257 0.56526 -0.026 0.565 -0.390 0.5922
C -4.21741 1.02074 1.67441 -0.331 -0.267 0.520 1.2127
O -3.35727 0.04682 1.85320 -0.728 0.480 0.988 -0.5767
C -5.35602 1.41418 2.53243 0.328 0.181 -0.586 -0.1780
O -5.73585 0.93114 3.56204 -0.136 -0.198 0.409 -0.5947
O -3.12302 1.61133 -0.30245 -0.850 1.118 0.222 -0.2707
C -1.38896 1.00797 -3.66118 -0.157 0.007 -0.087 -1.4515
As -0.74948 0.70972 -1.86559 0.177 -0.025 0.074 0.9355
C 0.02016 2.45508 -1.50956 -0.053 0.048 0.065 -1.4968
C 0.85897 -0.36821 -2.21229 0.165 0.197 -0.023 -1.0542
C 2.03790 0.44195 -2.66595 0.061 -0.056 -0.063 0.0649
C 2.95953 0.91800 -1.73366 0.015 0.040 0.109 0.0177
C 4.02215 1.72776 -2.11696 -0.038 -0.028 -0.007 -0.7623
C 4.17597 2.06373 -3.45923 0.013 0.004 0.040 -0.5043
C 3.27440 1.58382 -4.40228 -0.047 -0.054 0.109 -0.7049
C 2.21158 0.77563 -4.00891 0.089 0.075 0.051 -0.3236
H -0.67155 1.61757 -4.20073 0.065 0.051 -0.132 0.4822
H -2.34785 1.51960 -3.61611 -0.031 0.057 -0.008 0.3845
H -1.51617 0.05363 -4.16444 -0.034 -0.087 -0.077 0.3971
H 0.47230 2.84240 -2.41763 0.079 0.064 -0.063 0.4541
H 0.79033 2.38047 -0.74588 0.021 0.014 0.033 0.3417
H -0.77343 3.11725 -1.16891 -0.043 0.023 -0.012 0.4222
H 0.56592 -1.12060 -2.93967 -0.019 -0.107 -0.130 0.6761
H 1.08658 -0.88215 -1.28248 0.055 -0.075 0.113 0.2399
H 2.84505 0.66344 -0.67864 0.028 0.039 -0.180 0.3665
H 4.71961 2.08407 -1.36420 0.025 -0.030 -0.041 0.5647
H 5.00472 2.69408 -3.76651 -0.093 -0.072 0.039 0.4204
H 3.39889 1.83478 -5.44928 -0.004 -0.009 0.025 0.3766
H 1.51533 0.39717 -4.75024 0.013 0.006 0.004 0.4288
O 5.39686 3.50829 2.14777 -0.118 0.133 0.012 -0.6939
S 6.35026 2.45579 1.87813 -0.128 -0.173 -0.147 1.2153
O 6.55841 2.16051 0.46784 -0.088 0.022 -0.157 -0.6655
O 7.54794 2.47598 2.67736 0.150 0.039 0.132 -0.6751
C 5.47452 0.94317 2.39712 -0.647 -0.284 0.197 -0.0484
N 6.18182 -0.02896 2.98311 -0.294 0.216 -0.254 -0.4740
C 5.51904 -1.13885 3.28118 0.068 -0.074 -0.005 -0.4331
C 4.17421 -1.31541 3.01202 0.041 -0.383 0.223 -0.6795
C 3.52622 -0.24752 2.42680 -0.775 0.108 -0.228 0.3896
N 4.14720 0.87549 2.12759 1.042 0.375 -0.016 -0.1915
C 2.06734 -0.28693 2.04858 0.787 0.109 0.237 1.1664
C 1.43887 -1.45985 1.69220 -0.158 -0.597 -0.259 -0.9439
C 0.14919 -1.43383 1.19205 0.076 0.309 0.207 -0.8762
N -0.55934 -0.29475 1.08817 2.533 -0.081 1.162 0.8610
C 0.04108 0.85425 1.49756 0.186 -0.550 0.228 -0.5576
C 1.33525 0.89035 1.96394 -0.035 0.441 -0.080 -0.8259
H 6.09334 -1.93085 3.75282 -0.005 0.021 0.019 0.4032
H 3.66270 -2.23123 3.27690 0.024 0.015 0.004 0.4286
H 1.97047 -2.40481 1.72192 -0.077 0.072 -0.010 0.3804
H -0.33088 -2.33052 0.83467 -0.096 -0.148 -0.048 0.5454
H -0.55173 1.75312 1.42534 -0.109 0.190 -0.027 0.6081
H 1.81166 1.82983 2.22428 -0.075 -0.065 -0.030 0.5156
S -4.56770 -3.08117 -2.12042 -0.087 -0.089 -0.089 -0.3391
C -3.59696 -1.68626 -1.79361 0.163 -0.265 0.469 -0.3901
N -3.00657 -1.66929 -0.55417 -0.431 -1.108 -0.115 0.2810
C -3.36032 -2.85454 0.16270 0.147 0.768 -0.495 -0.2020
C -2.99561 -3.16216 1.46740 0.039 -0.019 0.140 -0.1224
C -3.42709 -4.35342 2.02668 0.007 -0.014 0.022 -0.9297
C -4.22754 -5.23617 1.30260 0.007 -0.009 0.050 -0.4894
C -4.61907 -4.92384 0.01257 -0.018 0.048 -0.125 -0.4267
C -4.18243 -3.72524 -0.54594 -0.129 -0.218 -0.116 0.4011
H -3.49010 -0.88832 -2.50512 0.033 0.079 -0.015 0.4045
H -2.42038 -2.46611 2.06149 0.037 0.055 0.025 0.4626
H -3.15094 -4.59085 3.04722 -0.015 0.019 -0.058 0.3882
H -4.56020 -6.16264 1.75798 0.031 0.083 -0.046 0.3709
H -5.26024 -5.59473 -0.55017 0.068 0.083 0.044 0.3773

=====

2.
98
Properties=species:S:1:pos:R:3:forces:R:3:mulliken_charge:R:1 method="wB97M-V/def2-TZVPD" lumo_energy_ev=1.748 charge=-1
C 6.27164 -2.35316 3.15965 -0.159 0.091 -0.259 -1.1534
C 6.01280 -1.96765 1.69080 -0.050 0.046 0.402 -0.5223
C 5.12528 -0.72770 1.50422 -0.042 -0.036 -0.144 0.6132
C 5.81519 0.43552 0.78384 -0.153 -0.046 -0.090 -0.8936
C 5.27791 1.79946 1.20622 -0.028 -0.306 -0.033 -1.0501
C 3.85505 2.02386 0.71432 0.196 0.255 -0.026 1.0770
C 3.27516 3.39088 1.09792 0.168 -0.060 0.154 -1.1907
C 2.20616 3.32153 2.18257 -0.089 0.137 -0.205 -0.9652
C 0.85156 2.77556 1.68643 -0.008 -0.063 0.104 -0.5879
C 0.36295 1.49700 2.37706 0.353 0.068 -0.021 -0.0033
C 0.86518 0.18908 1.75272 -0.149 0.345 0.282 -0.2348
N -0.22694 -0.71163 1.36436 0.138 -0.133 0.092 0.7251
C 0.07323 -1.51872 0.21571 0.129 0.370 -0.111 1.0797
S 1.70031 -2.35994 0.65573 0.003 0.121 0.123 -0.3458
C 0.23680 -0.52696 -0.98711 -0.591 0.766 -0.636 -1.6810
I 2.05827 -0.53268 -2.09715 -0.063 0.025 0.219 0.0614
C -0.61942 0.44093 -1.41330 0.753 -1.013 0.624 0.5502
C -0.44545 1.36357 -2.58677 -0.342 0.034 0.063 -1.7090
I -2.42086 0.90713 -0.45377 -0.269 0.002 0.239 0.1342
C -1.04413 -2.63651 -0.00878 0.146 -0.482 -0.333 0.7954
C -0.70751 -3.96928 0.62644 -0.041 -0.193 -0.127 -1.9815
C -1.25199 -2.87067 -1.51992 -0.489 -0.085 -0.046 -1.2179
C -0.10216 -3.26588 -2.41298 1.402 -1.663 0.426 0.1743
O 0.69583 -4.18061 -2.18113 -1.590 2.362 -0.562 -0.5935
O -0.02454 -2.52742 -3.55541 0.665 -1.089 -0.001 -0.4183
O -2.39053 -2.25432 0.33157 0.141 0.797 0.279 -0.0393
C -3.15656 -2.41301 1.49191 -0.266 -0.239 0.159 0.1033
C -3.34152 -3.83323 2.05156 -0.155 -0.196 0.136 -1.9070
C -2.41526 -4.23896 3.19985 -0.046 0.135 0.227 0.4921
C -3.01873 -4.07512 4.60048 0.168 0.108 -0.002 -1.1687
Br -1.85156 -6.10273 2.96245 0.039 -0.168 0.065 -0.1158
O -2.82604 -1.54916 2.56323 0.380 0.208 -0.210 -0.1927
C -3.98337 -1.13915 3.28280 -0.073 0.021 0.335 -0.5733
C -4.78277 0.00400 2.67950 -0.141 -0.083 0.038 -0.3219
C -4.25362 1.37450 3.05999 -0.251 -0.072 0.143 -1.1647
H 5.60473 -3.15209 3.47305 -0.069 -0.068 0.127 0.2611
H 6.09650 -1.50540 3.81675 0.077 0.119 0.128 0.3561
H 7.29460 -2.68769 3.30435 0.102 -0.126 0.079 0.3150
H 6.97563 -1.77603 1.22481 0.079 -0.094 -0.262 0.3974
H 5.54901 -2.81955 1.19912 0.154 -0.087 -0.230 0.3393
H 4.23373 -1.00905 0.94677 -0.143 0.059 0.016 -0.7985
H 4.77401 -0.37324 2.47512 -0.018 -0.009 0.166 0.3275
H 6.89333 0.37748 0.93489 0.109 0.091 0.166 0.4619
H 5.65446 0.32366 -0.29070 0.112 -0.021 -0.138 0.3510
H 5.28258 1.83187 2.29808 0.139 0.250 0.142 0.3060
H 5.92926 2.58472 0.82385 0.052 0.160 0.047 0.4017
H 3.86193 1.90593 -0.36889 -0.158 -0.145 -0.085 0.2707
H 3.23971 1.23864 1.14342 -0.169 -0.170 -0.158 -0.7865
H 2.85790 3.88903 0.22398 -0.080 0.044 -0.091 0.4081
H 4.08763 4.03117 1.44670 0.096 0.077 0.004 0.4959
H 2.56664 2.72231 3.02020 0.098 -0.092 0.086 0.4585
H 2.06152 4.33072 2.56814 -0.050 0.054 0.130 0.3525
H 0.09217 3.54141 1.83235 -0.065 0.105 -0.033 0.5254
H 0.90297 2.60838 0.60933 -0.057 -0.049 -0.136 0.1722
H -0.71529 1.47518 2.35898 -0.439 -0.051 0.045 -0.7138
H 0.69251 1.53759 3.41557 -0.203 0.026 0.197 0.6109
H 1.53362 -0.30112 2.46190 0.225 -0.158 -0.075 0.2086
H 1.44038 0.43136 0.86616 0.066 -0.093 -0.143 -0.1543
H -0.43712 -1.33364 2.13336 -0.356 0.088 0.191 0.2070
H 1.76378 -3.32075 -0.26563 -0.005 -0.022 -0.262 0.2287
H -0.16489 0.81632 -3.48038 0.295 -0.037 -0.099 0.3765
H 0.28525 2.13966 -2.36407 0.250 -0.050 -0.078 0.2916
H -1.37489 1.87886 -2.80481 -0.002 0.059 -0.067 0.5118
H 0.05835 -4.47247 0.05390 0.150 -0.086 -0.009 0.7567
H -0.37369 -3.89728 1.65172 0.086 0.047 0.063 0.2217
H -1.59037 -4.59823 0.57333 0.100 -0.016 -0.064 0.4754
H -1.74222 -1.98913 -1.92528 0.029 0.073 0.015 0.5409
H -1.98339 -3.67862 -1.56402 -0.008 -0.166 -0.112 0.6685
H -0.89172 -2.43511 -3.94952 -0.480 0.453 0.030 0.3684
H -4.15037 -2.10971 1.15869 0.017 0.024 -0.393 0.2805
H -4.35538 -3.85083 2.45120 -0.114 -0.110 -0.032 0.6742
H -3.33300 -4.56092 1.24812 -0.058 0.028 -0.087 0.7744
H -1.50155 -3.66002 3.17219 0.109 -0.123 -0.119 0.1812
H -3.02492 -5.00904 5.15048 -0.082 -0.090 0.039 0.4315
H -2.42712 -3.36547 5.17564 0.014 0.075 0.045 0.2236
H -4.03132 -3.68912 4.55035 -0.148 -0.062 0.031 0.2426
H -4.65253 -1.98679 3.44899 0.029 -0.129 -0.077 0.3009
H -3.62113 -0.84251 4.26686 0.058 0.016 0.087 0.4304
H -4.86591 -0.12395 1.60278 0.141 0.035 -0.198 0.2078
H -5.80177 -0.09097 3.06012 -0.106 -0.024 -0.017 0.3919
H -4.69813 2.15739 2.45278 0.059 0.126 -0.107 0.3758
H -3.17840 1.41188 2.98042 0.406 0.109 -0.207 0.1025
H -4.51402 1.58197 4.09828 0.050 0.056 0.088 0.4086
C -0.75314 4.99867 -8.78493 -0.215 0.035 0.470 0.6688
F 0.00455 5.96992 -9.28083 0.322 0.392 -0.235 -0.2266
F -1.77988 4.81352 -9.60574 -0.291 -0.066 -0.272 -0.2401
F -0.03236 3.88453 -8.75531 0.223 -0.342 -0.023 -0.2382
S -1.31128 5.49362 -7.09831 -0.020 -0.255 -0.219 0.9708
O -2.10050 6.67379 -7.30616 -0.058 0.046 0.018 -0.6523
O -0.10173 5.62153 -6.33624 0.034 -0.008 0.069 -0.6455
N -2.14169 4.17709 -6.81268 -0.014 0.373 0.431 -0.2755
S -2.90479 3.96670 -5.44774 -0.020 -0.245 -0.357 0.9161
O -4.05995 4.79537 -5.25458 -0.023 0.069 0.012 -0.6467
O -2.05934 3.72583 -4.31116 0.111 0.003 0.139 -0.5839
C -3.58623 2.30284 -5.85888 0.233 0.477 0.000 0.6446
F -2.61899 1.41798 -6.08297 0.280 -0.298 -0.077 -0.2339
F -4.37581 2.34085 -6.92382 -0.237 -0.030 -0.317 -0.2428
F -4.30224 1.87236 -4.82508 -0.305 -0.209 0.417 -0.2291